C56H66I2N4O7PSi as an isolated structure. Source: the Open Molecules 2025 dataset; level of theory: ωB97M-V/def2-TZVPD.

Cartesian coordinates (Å):
C 7.27806 -2.15463 -0.26263
C 6.84354 -0.75186 0.06511
I 7.65056 -0.11376 1.87495
C 6.02094 -0.01369 -0.68605
I 5.52027 1.93254 -0.00791
C 5.32486 -0.38820 -2.04161
C 6.12456 0.14088 -3.23424
C 6.21749 1.65689 -3.46877
C 7.58777 2.26654 -3.12201
N 7.89768 3.51095 -3.82465
C 4.88149 -1.84638 -2.28454
P 6.09700 -3.15039 -2.94469
O 5.61948 -2.97205 -4.49808
O 5.27284 -4.48250 -2.47453
N 4.07903 -2.03125 -1.01216
C 3.41055 -0.80117 -0.96009
N 2.44164 -0.62686 -0.10383
C 1.71629 0.62154 0.13211
C 0.37862 0.70408 -0.59151
C -0.26399 2.08735 -0.37026
C -1.79874 2.04435 -0.23002
C -2.54737 2.93122 -1.24001
C -3.96209 2.41032 -1.52688
C -3.94576 1.18642 -2.43678
C -5.35287 0.69091 -2.82631
Si -5.29498 -1.04526 -3.57018
C -3.61301 -1.42442 -4.32186
C -6.55981 -1.23927 -4.94494
C -5.68731 -2.30567 -2.23358
C -6.17767 -3.56465 -2.58243
C -6.46425 -4.51872 -1.62182
C -6.26408 -4.23069 -0.28979
C -5.76930 -2.99258 0.08296
C -5.48845 -2.04302 -0.88430
N 3.90839 0.15495 -1.80365
C 3.08184 0.52854 -2.98061
C 2.65936 1.99825 -3.03763
C 1.39250 2.20978 -3.87012
O 1.41089 1.45219 -5.07890
H 7.73242 -2.19644 -1.24710
H 6.43681 -2.84690 -0.17652
H 8.03021 -2.49316 0.44593
H 7.13258 -0.26227 -3.09583
H 5.72691 -0.34431 -4.13020
H 5.42069 2.19921 -2.96147
H 6.07527 1.82934 -4.54061
H 8.36903 1.54852 -3.37628
H 7.62624 2.50158 -2.05769
H 7.91197 3.35389 -4.82624
H 7.16911 4.19549 -3.65385
H 4.10602 -1.85577 -3.05978
H 4.94321 -3.59936 -4.78413
H 4.31085 -4.41265 -2.51091
H 3.36935 -2.75061 -1.12393
H 2.20618 -1.43402 0.45915
H 2.37939 1.44661 -0.12528
H 1.53956 0.68883 1.20780
H -0.29435 -0.04441 -0.16826
H 0.52205 0.50755 -1.65491
H 0.16330 2.49268 0.55473
H 0.03478 2.78584 -1.15489
H -2.10996 1.01117 -0.41431
H -2.10532 2.29284 0.78625
H -2.61147 3.93569 -0.81092
H -1.97288 2.99700 -2.16872
H -4.41534 2.16476 -0.56077
H -4.54343 3.20298 -2.00046
H -3.37017 1.41021 -3.34196
H -3.43160 0.35516 -1.93925
H -5.95147 0.62795 -1.91325
H -5.81875 1.37914 -3.53398
H -3.57476 -2.47126 -4.62733
H -2.77912 -1.21620 -3.64860
H -3.47957 -0.80957 -5.21680
H -6.37699 -2.17461 -5.48041
H -6.49562 -0.41214 -5.65255
H -7.56515 -1.29198 -4.52303
H -6.35551 -3.79679 -3.62735
H -6.84490 -5.49040 -1.91227
H -6.48414 -4.97382 0.46615
H -5.60571 -2.76366 1.12871
H -5.09966 -1.07658 -0.57862
H 2.16863 -0.07847 -2.96871
H 3.60551 0.25273 -3.89443
H 2.49978 2.36301 -2.02013
H 3.44925 2.61277 -3.46859
H 0.48193 1.99362 -3.30394
H 1.34692 3.25680 -4.17021
H 0.97409 0.60940 -4.93140
C 7.06144 -7.21248 6.55492
C 5.87953 -7.51691 7.22103
C 4.71656 -6.82473 6.92837
C 4.73275 -5.81703 5.97269
C 5.92526 -5.49928 5.31505
C 7.08566 -6.20614 5.60439
C 5.98175 -4.40096 4.31382
O 7.00493 -4.12105 3.72671
C 4.72407 -3.63814 4.04928
C 4.76114 -2.57690 3.15645
C 3.60783 -1.86135 2.88698
C 2.40714 -2.20716 3.50052
C 2.36595 -3.26632 4.39178
C 3.52546 -3.97850 4.67422
C 3.46557 -5.09887 5.66361
O 2.41764 -5.39995 6.18943
H 7.96615 -7.76030 6.78164
H 5.86665 -8.29758 7.96960
H 3.79051 -7.05621 7.43579
H 7.99946 -5.95743 5.08308
H 5.69391 -2.30800 2.68352
H 3.65719 -1.01756 2.20679
H 1.50352 -1.64543 3.29494
H 1.44405 -3.54615 4.88253
C -4.29984 4.15440 4.96485
C -4.04435 3.47536 3.77782
C -4.92839 3.57140 2.71754
C -6.07936 4.34027 2.84104
C -6.34357 5.00731 4.03703
C -5.44663 4.91815 5.09448
C -7.59034 5.81117 4.21148
O -7.81279 6.39599 5.24819
C -8.54784 5.86153 3.07038
C -9.73786 6.56143 3.22196
C -10.63647 6.63111 2.17102
C -10.34794 6.00810 0.96181
C -9.16511 5.30601 0.80582
C -8.26398 5.22409 1.86010
C -7.01049 4.44187 1.67920
O -6.74857 3.90010 0.62572
H -3.60438 4.08336 5.79056
H -3.15153 2.87028 3.68378
H -4.74155 3.05306 1.78661
H -5.66090 5.44808 6.01212
H -9.94887 7.04463 4.16570
H -11.56476 7.17317 2.29198
H -11.05004 6.06920 0.14108
H -8.93073 4.81432 -0.12798

Gap between HOMO and LUMO: 7.738 eV
Highest occupied orbital energy: -10.75 eV
Net charge: +1
Total energy: -4145.2969 Ha